# 1
Here is one molecule with the formula C2H6O3S at a distorted geometry from OMol25. Energies are from ωB97M-V/def2-TZVPD.

Results
**HOMO energy**: -10.00 eV
**HOMO-LUMO gap**: 10.51 eV
**DFT total energy**: -19144.498 eV
**Total charge**: 0
**2S+1**: 1

Geometry (Å):
H  -2.65504  -0.92803  -0.48890
H  -1.17379  -1.87144  0.09830
H  -0.55282  0.17473  -1.35424
H  -0.90394  1.32137  0.01008
O  2.69390  1.74914  0.10618
O  1.57549  -1.31893  0.13978
C  -1.80259  -0.91460  0.25905
O  1.38468  1.39932  -0.35409
S  0.89438  -0.11957  0.59483
H  -1.96717  -0.70653  1.31176
H  3.25286  1.04628  -0.08165
C  -0.74595  0.16825  -0.24109

=====

# 2
Here is C2H6O6P2S as an isolated structure at a distorted geometry from OMol25. Energies are from ωB97M-V/def2-TZVPD.

Results
**HOMO energy**: -0.11 eV
**HOMO-LUMO gap**: 6.30 eV
**DFT total energy**: -43870.481 eV
**Total charge**: -2
**2S+1**: 1

Geometry (Å):
H  -4.09103  -1.29900  0.54481
H  -2.50894  -0.75949  1.24232
H  4.13823  -0.78084  -0.41735
H  3.60851  0.08691  -1.89341
O  -0.38456  -0.35427  1.59443
O  1.05232  0.97407  0.12113
P  2.70187  0.95685  0.63296
O  -3.38602  1.82533  0.94950
S  -0.08695  -0.05490  0.17513
C  3.23918  -0.31175  -0.85290
O  0.28189  -1.24709  -0.53806
H  -2.68910  -1.33128  -0.31688
O  -1.07488  0.69025  -0.66511
C  -3.21617  -0.72639  0.41446
O  3.25452  2.28642  0.29988
H  2.40183  -0.95956  -1.00193
P  -3.24072  1.00473  -0.28898

=====

# 3
Here is one molecule with the formula C2H6OP2 at a distorted geometry from OMol25. Energies are from ωB97M-V/def2-TZVPD.

Results
**HOMO energy**: -9.01 eV
**SMILES**: COP1#[PH]C1
**HOMO-LUMO gap**: 10.03 eV
**DFT total energy**: -22794.807 eV
**Total charge**: 0
**2S+1**: 1

Geometry (Å):
H  -1.83022  0.06284  -2.05726
H  -0.17460  1.07232  2.05735
P  0.73483  0.24652  -2.22834
H  1.43277  -0.84891  -1.70604
H  -0.96239  -0.89962  -0.75190
O  0.95492  0.23078  0.61476
C  0.20545  0.06648  1.85130
H  1.01501  -0.28531  2.57464
C  -0.89065  -0.11325  -1.49025
P  0.07383  1.16685  -0.45336
H  -0.55896  -0.69871  1.58910

=====

Question: Number 3 is which compound?
Answer: C2H6OP2

=====

Repeat the third record exactly.
Here is one molecule with the formula C2H6OP2 at a distorted geometry from OMol25. Energies are from ωB97M-V/def2-TZVPD.

Results
**HOMO energy**: -9.01 eV
**SMILES**: COP1#[PH]C1
**HOMO-LUMO gap**: 10.03 eV
**DFT total energy**: -22794.807 eV
**Total charge**: 0
**2S+1**: 1

Geometry (Å):
H  -1.83022  0.06284  -2.05726
H  -0.17460  1.07232  2.05735
P  0.73483  0.24652  -2.22834
H  1.43277  -0.84891  -1.70604
H  -0.96239  -0.89962  -0.75190
O  0.95492  0.23078  0.61476
C  0.20545  0.06648  1.85130
H  1.01501  -0.28531  2.57464
C  -0.89065  -0.11325  -1.49025
P  0.07383  1.16685  -0.45336
H  -0.55896  -0.69871  1.58910